C9H8N2O | ωB97M-V/def2-TZVPD

## Properties
Gap between HOMO and LUMO, eV: 7.934
E, eV: -14489.512
HOMO, eV: -8.13
LUMO energy, eV: -0.19

Geometry as ORCA input:
```
! wB97M-V def2-TZVPD RIJCOSX def2/J DEFGRID3
* xyz 0 1
C 3.111 1.274 0.019
C 1.760 0.640 0.007
C 0.628 1.345 0.058
C -0.633 0.737 0.080
C -1.896 1.377 -0.039
N -3.043 0.690 -0.185
C -2.972 -0.715 0.018
C -1.818 -1.392 0.124
C -0.600 -0.674 0.065
N 0.509 -1.447 -0.030
C 1.721 -0.860 -0.035
O 2.812 -1.490 -0.110
H 3.703 0.850 -0.869
H 3.592 1.071 0.967
H 2.964 2.341 0.141
H 0.762 2.415 0.042
H -1.946 2.510 0.034
H -3.946 1.216 -0.125
H -3.961 -1.108 0.124
H -1.733 -2.464 0.292
*
```